(1)
Density functional theory data (ωB97M-V/def2-TZVPD) for the ion C3H7NO4P with charge -1.

XYZ file:
```
16
Properties=species:S:1:pos:R:3
H -1.5574 0.1760 1.5575
O -0.5322 0.2036 -2.6564
H -0.2724 1.0571 2.4379
H 2.1961 -0.3504 -0.6339
C -0.4973 0.4476 1.5453
H 1.1830 -0.6000 1.8871
C 1.1552 -0.0534 -0.5571
O 0.7873 -2.0128 -2.3370
H -0.8036 -1.9897 -0.2094
C -0.2983 1.3994 0.2794
O -1.2235 -1.4292 -0.8637
N 0.2704 -0.7339 1.4522
P 0.0117 -0.8705 -1.7795
H -1.0042 1.1002 -0.4957
O 1.0047 1.2018 -0.1668
H -0.4195 2.4543 0.5401
```

As for the charge: -1. For the LUMO energy (alpha / beta), the calculation gives 3.72 / 3.72 eV. As for the spin multiplicity: 1. As for the HOMO energy (alpha / beta): -0.1737 / -0.1737 Eh. The HOMO-LUMO gap (alpha / beta) is 8.4 / 8.4 eV.

Here are the natural (NBO) charges for atoms 1 to 8, given in e: atom 1 (H): 0.19, atom 2 (O): -1.16, atom 3 (H): 0.15, atom 4 (H): 0.19, atom 5 (C): -0.27, atom 6 (H): 0.32, atom 7 (C): -0.05, atom 8 (O): -1.17

---

(2)
Density functional theory data (ωB97M-V/def2-TZVPD) for a structure of composition C26H23N9NiO3S.

XYZ file:
```
63
Properties=species:S:1:pos:R:3
H -0.2245 3.6369 -3.1068
C -4.7113 -3.6338 0.2385
H 2.2614 1.0950 -5.4705
N -0.8784 -0.1728 2.1001
C -2.7650 -0.1451 -2.3135
N 1.8670 -1.1059 1.3530
C 2.8105 -1.3149 0.4095
C 1.8581 2.5243 1.0919
C 0.9615 2.4300 -4.4293
H 0.1957 2.2367 -1.1336
H 1.1126 -1.6575 3.1800
C 3.8364 -2.2470 0.5897
C 0.6113 3.2519 -5.6275
H -0.6427 0.6577 5.1041
C -1.8383 -2.1260 1.4757
C 2.6881 -0.5284 -0.7857
C 1.4194 0.8284 -2.1939
N -2.8619 -2.9650 1.6881
H 0.2866 2.8159 4.5214
H 3.1861 4.1076 1.6588
C 3.8893 -2.9633 1.7634
H 4.5536 -2.4025 -0.2000
H -5.4630 -3.7337 1.0221
C 0.6339 1.9822 -2.0881
C -2.4395 0.8044 -3.3063
C 2.3659 3.4770 1.9591
H 2.6066 -0.3740 -3.5207
H -3.3062 -4.9496 1.2606
C 1.8041 1.3302 -4.5219
H -4.9725 -4.2902 -0.5878
H -1.2449 2.9606 -5.1359
C 0.7550 2.7449 3.5556
H 2.8986 -3.3036 3.6471
H 4.6798 -3.6770 1.9332
C -0.6667 0.7729 2.9720
C 2.0188 0.5257 -3.4208
C -1.3628 0.7885 4.2986
O 1.4290 3.6906 -6.3918
H -2.0777 -0.0267 4.3427
O -1.2752 0.5394 -0.7432
C 2.9020 -2.7526 2.7221
C 0.3252 1.7726 2.6431
Ni 0.2283 -0.1186 0.4599
N -4.6491 -1.7935 -2.8435
H -2.6016 -3.9979 -0.0630
H -1.8914 1.7258 4.4527
H 3.5665 -0.3771 -1.4098
N 1.5526 0.0107 -1.0829
S -0.6852 -2.4639 0.2549
H 2.1429 4.3279 3.9210
O -0.6969 3.4813 -5.7633
H -4.7181 -2.6108 -0.1366
C -3.7946 -1.0634 -2.6111
N -2.1274 1.6020 -4.0760
H -3.5197 -2.6562 2.3921
N -2.2045 -0.2357 -1.1352
C 1.7884 3.5918 3.2156
C -3.3174 -3.9729 0.7617
C 1.9070 -1.8279 2.4632
N 0.8759 1.6983 1.4147
H 2.2762 2.4286 0.0987
N -1.7595 -1.1139 2.3311
C 0.4016 2.7615 -3.1972
```

For the LUMO energy (alpha / beta), the calculation gives -1.48 / -1.47 eV. As for the spin multiplicity: 3. As for the HOMO energy (alpha / beta): -0.2818 / -0.2810 Eh. The HOMO-LUMO gap (alpha / beta) is 6.2 / 6.2 eV.

Here are the natural (NBO) charges for atoms 1 to 8, given in e: atom 1 (H): 0.23, atom 2 (C): -0.62, atom 3 (H): 0.23, atom 4 (N): -0.26, atom 5 (C): -0.22, atom 6 (N): -0.47, atom 7 (C): 0.12, atom 8 (C): 0.06

---

(3)
Density functional theory data (ωB97M-V/def2-TZVPD) for an isolated molecule of C4H5F.

XYZ file:
```
10
Properties=species:S:1:pos:R:3
H 0.7202 -1.8173 -0.0643
C 1.9144 -0.0072 0.0147
H 1.9696 1.0541 0.0745
H -1.5602 -1.7867 0.0309
C -0.5017 -0.0181 0.0150
H -2.6494 -0.2747 0.1138
C 0.7775 -0.6791 -0.0377
H 2.8543 -0.6022 0.0697
C -1.6172 -0.7192 -0.0014
F -0.5303 1.3297 -0.0187
```

For the LUMO energy, the calculation gives 0.98 eV. As for the spin multiplicity: 1. As for the HOMO energy: -0.3362 Eh. The HOMO-LUMO gap is 10.1 eV.

Here are the natural (NBO) charges for atoms 1 to 8, given in e: atom 1 (H): 0.22, atom 2 (C): -0.36, atom 3 (H): 0.21, atom 4 (H): 0.21, atom 5 (C): 0.36, atom 6 (H): 0.22, atom 7 (C): -0.27, atom 8 (H): 0.20

---

(4)
Density functional theory data (ωB97M-V/def2-TZVPD) for a structure of composition C18H22Cl2IrN6O3PS2Se.

XYZ file:
```
56
Properties=species:S:1:pos:R:3
C 2.9535 -3.6968 -3.6909
N -6.8887 -1.7050 2.7709
C 3.3753 -1.2602 -3.6603
Se 0.7163 -3.5905 -0.4559
H 0.2904 2.5630 -2.5026
H 3.1170 -4.7070 -3.9408
C 1.7347 -1.9428 -2.2572
C 1.3634 2.4059 -2.4219
C -5.1117 0.0386 0.0345
H 4.3320 1.8286 -1.4057
H 0.3820 3.4668 0.6376
C 5.6557 -2.1371 2.6505
C 3.7557 2.7250 -1.0355
H -5.2321 0.6880 -0.8713
H 3.9243 3.6355 -1.5880
C 2.0219 -3.3882 -2.6846
H 2.0793 3.9529 0.7239
C -6.1663 -0.5188 0.7689
H 3.9833 -0.3865 -3.9668
H -4.3389 -1.9867 3.2207
C -4.5626 -1.6203 2.2366
C -3.5680 -1.1794 1.4312
O -2.0628 -0.9483 -1.3211
H 1.1164 4.4088 -0.6309
C 3.6578 -2.5827 -4.0982
H -2.5626 -1.5548 1.6257
H -3.0759 2.8226 3.8385
C -3.8732 -0.2618 0.4428
H 4.1422 2.6941 0.0058
O 1.8744 0.8733 -0.0130
P 2.0552 2.1724 -0.7692
C -1.4135 1.4098 1.5688
Ir 0.1566 -0.2625 -0.4133
H 4.4245 -2.6656 -4.8750
N -2.4933 1.6581 2.1682
N -1.2487 0.7344 0.3567
H -7.8762 -1.6703 2.4510
C 1.3061 3.5861 0.0767
Cl 6.8586 -2.8372 1.6553
C -5.9182 -1.2814 1.9083
Cl 4.2229 -1.4331 1.6770
H 6.2000 -1.2458 2.9822
O -3.0581 1.2583 -1.6576
S 0.1395 1.7840 2.4790
S -2.6339 0.2489 -0.7224
H -7.1952 -0.2182 0.5482
C -2.2225 2.3839 3.3202
N 1.4055 -4.3352 -1.9950
N 0.9605 -1.9295 -1.1344
C -0.8931 2.5183 3.6660
H -6.6066 -2.3060 3.5365
N 2.3484 -0.9367 -2.9176
H 1.6283 1.4746 -2.9657
H 1.9776 3.1805 -2.8618
H -0.4942 2.8617 4.6082
H 5.3369 -2.7856 3.4665
```

As for the charge: +3. For the LUMO energy (alpha / beta), the calculation gives -9.41 / -12.04 eV. As for the spin multiplicity: 6. As for the HOMO energy (alpha / beta): -0.6009 / -0.6009 Eh. The HOMO-LUMO gap (alpha / beta) is 6.9 / 4.3 eV.

Here are the natural (NBO) charges for atoms 1 to 8, given in e: atom 1 (C): -0.09, atom 2 (N): -0.50, atom 3 (C): 0.17, atom 4 (Se): 1.01, atom 5 (H): 0.26, atom 6 (H): 0.27, atom 7 (C): 0.39, atom 8 (C): -1.02

---

(5)
Density functional theory data (ωB97M-V/def2-TZVPD) for an isolated molecule of C20H29N3O5S.

XYZ file:
```
58
Properties=species:S:1:pos:R:3
H 0.1419 4.5660 0.9052
H 1.7019 -2.4869 4.4616
O -0.6130 -1.3690 4.5918
C 1.7445 -1.6199 1.3577
H 2.9032 -1.0440 -1.7763
H 3.4881 2.9027 0.6112
H -0.3443 -3.2998 -4.1785
H -2.1942 -0.6913 3.1946
C 2.5803 -1.7010 0.2514
H -1.9247 3.5406 1.8048
O 2.0910 -2.2890 2.4921
C -1.6986 -0.4942 2.2382
C -0.3149 -1.1714 -3.9937
C -0.5380 -2.5613 -3.3977
N -1.0481 1.8201 2.5009
C 0.1064 -1.3369 3.6177
H 0.7253 -1.0577 -4.3046
C 0.2530 -0.1908 0.1292
O 0.2162 1.9809 -1.9428
H 1.8209 3.4821 2.4076
H -0.7036 3.7743 3.0814
H 2.6092 4.3870 0.2363
C -2.7749 -0.5067 -1.8889
C 1.5744 -1.7340 3.6814
C 0.5514 -0.8828 1.2951
H -0.9557 -1.0427 -4.8745
H -2.9625 -2.4211 -0.9833
C 2.2630 -1.0174 -0.9101
H -0.1841 3.0065 0.1554
S 0.6808 0.7030 -2.4012
C 1.5059 3.0048 1.4747
O -2.7622 1.3316 1.1055
O 1.7999 0.6545 -3.2977
H -2.1748 -1.0981 1.4607
N -0.5841 -0.1077 -3.0637
H -2.8651 0.0268 -0.9410
H 1.4874 1.9234 1.6366
H -0.6290 0.4170 0.0342
H 3.4745 -2.2977 0.3288
C -1.9397 0.3363 -2.8760
H 2.1545 -0.8390 3.9636
C 0.1101 3.4908 1.0879
H -2.0797 -3.8063 -2.6011
C -1.9538 -2.7511 -2.8550
H -1.8792 1.3653 -2.5193
H -3.7831 -0.6021 -2.2961
C 1.1142 -0.2547 -0.9479
H -0.3494 1.4397 3.1187
H -2.6822 -2.5108 -3.6314
C -1.8935 0.9844 1.8776
H 2.1702 2.8804 -0.5683
N -0.3131 -0.8910 2.4007
H -2.4267 0.3484 -3.8580
H -1.3019 -1.8325 -1.0295
C -0.9441 3.2252 2.1672
H 0.1810 -2.7279 -2.5916
C -2.2264 -1.9066 -1.6068
C 2.5096 3.3125 0.3703
```

For the LUMO energy, the calculation gives 0.46 eV. As for the spin multiplicity: 1. As for the HOMO energy: -0.3266 Eh. The HOMO-LUMO gap is 9.4 eV.

Here are the natural (NBO) charges for atoms 1 to 8, given in e: atom 1 (H): 0.21, atom 2 (H): 0.23, atom 3 (O): -0.59, atom 4 (C): 0.29, atom 5 (H): 0.25, atom 6 (H): 0.20, atom 7 (H): 0.21, atom 8 (H): 0.27

---

(6)
Density functional theory data (ωB97M-V/def2-TZVPD) for a cluster of 2 separate species, C2H6O in total.

XYZ file:
```
9
Properties=species:S:1:pos:R:3
H 0.3382 2.2319 -1.9100
O 2.1752 2.5688 -1.1762
H 1.2686 3.7325 -2.5538
C 1.2477 2.8564 -1.8787
C -2.6732 -4.3858 2.4713
H -1.8184 -5.0618 2.5492
H -3.5440 -5.0311 2.5100
H -2.6049 -3.8987 1.5032
H -2.6936 -3.6019 3.2272
```

For the LUMO energy, the calculation gives 0.91 eV. As for the spin multiplicity: 1. As for the HOMO energy: -0.3780 Eh. The HOMO-LUMO gap is 11.2 eV.

Here are the natural (NBO) charges for atoms 1 to 8, given in e: atom 1 (H): 0.11, atom 2 (O): -0.49, atom 3 (H): 0.11, atom 4 (C): 0.28, atom 5 (C): -0.85, atom 6 (H): 0.21, atom 7 (H): 0.21, atom 8 (H): 0.21

---

Calculated values (kJ/mol) of ΔE to the lowest compared entry with this formula, charge and spin for the records, taken in order: 105.2; 1.3; 16.3; 38.7; 112.1; 71.6.
Calculated values (eV) of E_tot for the records, taken in order: -22195.1502; -98766.3240; -6945.0481; -158262.1891; -46754.6624; -4217.7248.